(1)
C76H54F13GeP4Pb as an isolated structure, computed with ωB97M-V with the def2-TZVPD basis set.

Net charge = +1

Each line ends with the Löwdin charge.
Element x y z (Å)
1 C -0.795 6.976 -1.522  -0.06
2 F -0.268 3.175 -3.727  -0.28
3 H 3.092 -2.791 1.618  0.08
4 C -1.841 -0.420 -3.658  -0.07
5 H -5.211 0.298 4.165  0.11
6 C -5.446 2.740 -1.602  -0.12
7 F -3.032 -2.887 -0.222  0.01
8 P 2.031 -0.155 -1.116  1.00
9 H 3.047 -2.089 -5.518  0.11
10 H 2.450 0.577 3.711  0.11
11 H 1.578 -5.757 -3.935  0.13
12 C 4.274 -0.234 2.946  -0.06
13 H 1.024 4.908 3.505  0.10
14 H 0.739 -6.131 0.324  0.11
15 H 5.856 2.443 -2.703  0.11
16 C 3.113 5.251 3.287  -0.07
17 H -0.251 6.207 1.722  0.11
18 C 3.686 -6.097 1.956  -0.10
19 F 0.699 -5.481 -6.183  0.15
20 C 1.824 -4.352 0.862  -0.34
21 H -3.765 4.684 3.651  0.11
22 C -0.058 -4.402 -4.205  -0.10
23 C 3.880 -4.726 2.051  0.01
24 C -2.455 -4.862 3.276  -0.10
25 C 1.819 3.931 1.752  -0.35
26 F 0.468 -3.343 -6.210  0.13
27 C 0.905 -5.062 -3.458  0.01
28 C -2.443 1.245 -1.486  -0.42
29 H -2.856 -0.101 3.587  0.11
30 F 4.400 -8.307 2.454  0.15
31 H 3.977 -4.182 -4.625  0.12
32 H -1.462 -2.526 -1.793  0.06
33 H 4.755 -0.255 3.910  0.11
34 H 4.711 0.478 -1.805  0.10
35 H 2.102 4.441 -3.048  0.10
36 F -4.009 -4.168 4.896  0.14
37 H -3.000 5.029 -2.041  0.08
38 C -4.905 5.061 -3.011  -0.07
39 C 3.694 -3.612 -2.577  -0.08
40 H 4.534 4.433 -3.363  0.11
41 C -3.433 -5.252 4.350  -0.59
42 C 4.784 2.454 -2.582  -0.05
43 H -1.047 7.814 -2.152  0.11
44 H 4.755 -4.339 2.547  0.13
45 C 3.112 -2.235 -4.451  -0.06
46 C 4.946 -0.655 1.810  -0.06
47 H 0.432 2.114 3.592  0.09
48 C -2.809 -1.696 0.420  -0.59
49 F -3.972 -1.010 0.248  0.03
50 C -1.277 2.684 4.747  -0.07
51 C -0.638 -3.462 2.635  -0.10
52 C 4.315 -0.662 0.577  -0.10
53 C 4.183 4.229 1.401  -0.07
54 Pb -0.573 -0.454 0.192  1.26
55 H -4.690 5.962 -3.565  0.11
56 C -0.849 0.336 -3.076  -0.14
57 H 3.171 5.863 4.175  0.11
58 C 1.012 -4.809 -2.103  -0.08
59 P -2.832 2.713 -0.416  1.14
60 C -0.176 4.818 0.096  -0.42
61 H 2.928 3.055 0.138  0.07
62 C -6.396 3.274 -2.453  -0.06
63 C -0.725 -3.967 1.340  -0.40
64 P 0.238 3.313 1.040  1.07
65 C 0.191 -3.870 -1.488  -0.33
66 H -0.653 5.596 -3.161  0.11
67 C 4.709 -7.015 2.577  -0.59
68 F -2.825 -5.905 5.359  0.15
69 C -2.513 -5.411 2.004  0.02
70 C -4.782 0.790 3.305  -0.06
71 H -5.573 2.982 0.852  0.10
72 H 5.971 -0.981 1.886  0.11
73 C -2.050 4.135 2.509  -0.12
74 H -1.870 1.006 1.617  -0.01
75 C -4.207 3.362 -1.449  -0.34
76 C 4.250 5.030 2.528  -0.07
77 H -4.391 0.350 -1.594  0.10
78 C 2.680 3.573 -2.760  -0.10
79 C -4.988 2.268 1.414  -0.08
80 F 5.922 -6.847 2.023  0.15
81 C -3.693 1.958 1.015  -0.36
82 C -0.689 7.143 -0.151  -0.05
83 C 4.047 3.568 -2.945  -0.05
84 H -3.880 -1.056 -3.515  0.12
85 C -0.580 5.730 -2.091  -0.12
86 C -0.488 2.685 3.615  -0.12
87 C -1.136 1.194 -2.007  -0.42
88 H -3.242 -6.173 1.774  0.13
89 C -0.952 -3.539 -3.585  0.00
90 H -0.971 2.127 5.620  0.11
91 H 2.303 -0.315 -3.996  0.10
92 H 0.094 -2.695 2.861  0.11
93 C -2.453 3.416 4.764  -0.07
94 H 2.398 -7.670 1.272  0.13
95 H 3.276 -2.802 -0.650  0.06
96 H 5.064 4.042 0.808  0.11
97 F -4.416 -6.044 3.918  0.15
98 C -3.458 0.555 2.977  -0.08
99 H -6.551 1.878 2.813  0.11
100 C -3.954 4.535 -2.154  -0.08
101 C -2.842 4.127 3.642  -0.06
102 C -3.399 0.370 -2.006  -0.08
103 C 2.676 -1.244 -3.591  -0.08
104 C -5.530 1.665 2.537  -0.06
105 P 0.505 -3.231 0.201  1.05
106 C 1.627 -5.732 0.794  -0.08
107 C -6.125 4.428 -3.170  -0.07
108 H -3.077 3.418 5.643  0.11
109 C 3.234 -2.633 -1.714  -0.12
110 C -0.290 4.650 -1.277  -0.32
111 C -0.359 6.071 0.658  -0.08
112 H 5.184 5.483 2.820  0.11
113 H 1.770 -5.325 -1.537  0.09
114 H -1.458 -3.517 4.613  0.13
115 C 2.976 0.231 2.836  -0.07
116 F 4.852 -6.765 3.888  0.15
117 C 4.138 1.354 -2.062  -0.09
118 H -0.866 8.112 0.289  0.11
119 C -1.499 -3.909 3.610  0.00
120 C -0.052 -4.486 -5.707  -0.59
121 H -5.683 1.839 -1.059  0.09
122 H 4.850 -1.028 -0.287  0.10
123 H -1.693 -5.358 0.025  0.12
124 C -1.637 -4.963 1.029  -0.07
125 C -2.933 1.148 1.851  -0.19
126 Ge 0.059 2.825 -1.988  0.92
127 H 0.143 0.345 -3.504  0.09
128 C 2.017 2.483 -2.208  -0.26
129 H -6.858 4.828 -3.853  0.11
130 H -7.349 2.779 -2.564  0.11
131 F -2.828 -2.020 1.761  0.00
132 C 2.974 3.678 1.020  -0.09
133 H -1.630 -0.953 -4.572  0.11
134 C 3.002 -0.212 0.456  -0.36
135 C 3.631 -3.417 -3.947  -0.07
136 C 2.555 -6.604 1.331  0.02
137 C -0.802 -3.249 -2.244  -0.08
138 C -0.851 3.435 2.498  -0.40
139 H 1.370 0.700 1.530  -0.02
140 C 2.758 1.359 -1.863  -0.38
141 C 1.899 4.712 2.902  -0.09
142 C 2.944 -3.857 1.516  -0.07
143 C 2.361 0.263 1.601  -0.18
144 H -2.371 4.685 1.635  0.09
145 H 4.093 -4.535 -2.180  0.12
146 F -1.271 -4.608 -6.238  0.16
147 C 2.742 -1.432 -2.211  -0.36
148 C -3.108 -0.433 -3.091  -0.03
149 H -1.749 -3.095 -4.158  0.11

---

(2)
C3H9N2O as an isolated structure, computed with ωB97M-V with the def2-TZVPD basis set.

Net charge = +1

Each line ends with the Löwdin charge.
Element x y z (Å)
1 C -1.272 -1.358 0.339  -0.13
2 C -0.333 0.446 -1.000  -0.46
3 H 0.956 1.931 -0.249  0.09
4 C -0.019 1.496 -0.048  -0.02
5 H 1.975 -0.358 0.414  0.07
6 O 0.096 0.491 -2.190  0.20
7 N -0.272 -1.647 1.142  0.16
8 H -0.775 2.277 -0.114  0.12
9 H 0.706 -1.216 1.106  0.09
10 H 2.319 0.398 0.425  0.12
11 H -0.140 1.060 0.946  0.09
12 N -1.158 -0.569 -0.745  0.18
13 H -0.406 -2.332 1.889  0.14
14 H -2.096 -2.009 0.523  0.14
15 H 0.419 1.392 -2.438  0.18

---

(3)
A 10-piece molecular cluster, C25H63O17PS7 overall, computed with ωB97M-V with the def2-TZVPD basis set.

Each line ends with the Löwdin charge.
Element x y z (Å)
1 O -3.568 -5.207 1.942  0.04
2 C -2.349 3.088 0.673  -0.26
3 H -3.330 -1.729 -2.482  0.05
4 H 0.080 -5.246 2.190  0.08
5 C -2.412 -4.503 1.552  -0.13
6 H 1.547 -0.899 -3.075  0.08
7 O 3.337 0.629 -0.028  -0.57
8 O -2.204 0.296 6.021  0.12
9 H 5.396 -0.866 -1.576  0.02
10 O 2.078 1.332 4.347  -0.58
11 H 0.605 4.333 5.731  0.06
12 H 0.822 4.359 -3.880  0.05
13 C -2.993 1.681 4.433  -0.35
14 H 1.078 -0.610 1.582  0.03
15 C 0.255 0.068 1.806  -0.22
16 C 4.032 -0.965 1.960  -0.24
17 H 0.677 1.056 1.620  0.06
18 H -1.883 -5.094 0.804  0.13
19 C 0.776 3.262 5.622  -0.24
20 H -4.877 2.716 4.327  0.09
21 H -4.688 5.178 -1.454  0.05
22 C -0.183 4.563 -4.249  -0.26
23 H -2.101 -3.478 3.321  0.14
24 O -2.456 0.535 3.906  0.07
25 S -1.218 3.262 -3.595  0.85
26 C -1.699 -4.391 2.883  -0.34
27 H 6.118 -0.277 -0.041  0.06
28 H 4.105 -2.102 -6.699  0.09
29 H 4.206 -2.007 2.228  0.05
30 C 4.886 -1.387 -6.442  -0.10
31 H -0.168 2.783 5.362  0.02
32 H -5.066 0.992 4.100  0.09
33 H -3.872 1.221 6.319  0.15
34 S 1.362 -4.091 -0.864  0.80
35 H 2.377 2.340 -2.715  0.09
36 C 2.217 -1.193 -3.882  -0.11
37 H -0.093 4.414 -5.325  0.05
38 O -1.300 -1.248 4.536  0.13
39 H 0.507 2.204 -4.941  0.04
40 H 3.670 -4.001 -0.797  0.04
41 H -2.548 -3.505 1.134  0.09
42 H -6.276 -0.194 -0.879  0.06
43 H -2.306 2.501 4.228  0.15
44 H 3.099 -5.033 -2.153  0.07
45 H -0.816 -4.254 -2.020  0.05
46 H 5.831 -1.992 -0.371  0.05
47 H 0.675 -0.320 -0.873  0.04
48 S -1.223 -0.381 0.766  0.85
49 H 3.122 -3.086 -2.057  0.02
50 H 0.028 0.007 2.870  0.02
51 H -4.563 2.026 2.780  0.06
52 H 0.221 -4.333 3.798  0.09
53 O 4.155 -0.303 -5.890  -0.22
54 H 5.358 -1.050 -7.366  0.09
55 H -0.304 1.070 -3.763  0.03
56 H 3.893 3.146 -3.172  0.10
57 H -0.495 0.972 -1.070  0.02
58 H -3.912 -0.915 -3.905  0.06
59 H -2.861 5.111 -1.404  0.05
60 O -3.960 -6.802 3.586  0.13
61 O -2.155 -5.492 3.616  0.12
62 H 1.932 -0.778 -4.849  0.09
63 H 0.414 -4.410 -3.208  0.05
64 C -3.327 -5.861 3.160  -0.52
65 H 0.154 -2.832 -2.497  0.01
66 O 3.566 -0.944 -3.613  -0.23
67 C 2.978 -4.081 -1.636  -0.26
68 C -0.181 -4.372 2.786  0.00
69 S -4.097 0.440 -1.812  0.84
70 O 1.033 -5.407 -0.207  -0.55
71 H -2.338 -0.466 -3.328  0.02
72 O 5.800 0.189 -3.974  -0.22
73 O -4.616 1.548 -2.723  -0.57
74 C -0.391 -0.091 -0.856  -0.24
75 P 4.391 0.175 -4.380  0.38
76 S -3.914 4.102 0.593  0.84
77 H 0.165 -3.446 2.326  0.07
78 H -1.423 3.660 0.613  0.06
79 C 0.183 -3.898 -2.274  -0.23
80 C -0.430 1.852 -4.511  -0.22
81 S 3.729 -0.853 0.164  0.82
82 H -5.122 -1.631 -1.116  0.05
83 H -2.377 2.244 6.365  0.14
84 C 3.433 3.612 5.019  -0.29
85 H 4.361 3.372 4.500  0.06
86 C -4.434 1.844 3.847  0.02
87 H 2.139 -2.276 -3.983  0.08
88 O -1.340 -1.870 0.768  -0.56
89 C 3.405 2.180 -3.040  -0.10
90 C -3.331 -0.768 -2.995  -0.24
91 O 3.488 1.453 -4.213  -0.20
92 H 3.086 -0.670 2.414  0.02
93 C -5.501 -0.675 -1.476  -0.25
94 O -0.697 3.167 -2.161  -0.58
95 H -2.186 2.289 -0.051  0.00
96 C -1.967 -0.269 4.862  -0.52
97 H -0.629 5.515 -3.960  0.06
98 H 3.545 3.402 6.082  0.06
99 H 3.301 4.694 5.049  0.05
100 C -2.903 1.430 5.866  -0.17
101 C 5.426 -0.988 -0.494  -0.24
102 H -2.193 2.593 1.631  0.02
103 H 3.892 1.641 -2.227  0.07
104 H 1.006 2.715 6.537  0.06
105 H -1.063 1.519 -5.334  0.05
106 H -3.734 3.675 -1.758  0.00
107 H -0.950 -0.667 -1.594  0.01
108 O -3.582 5.355 1.426  -0.60
109 H 5.701 -1.844 -5.880  0.09
110 H 4.804 -0.332 2.396  0.06
111 H -6.019 -0.903 -2.408  0.06
112 S 1.979 2.874 4.270  0.85
113 C -3.801 4.602 -1.189  -0.25

---

(4)
A 11-piece molecular cluster, C4H33N2O10 overall, computed with ωB97M-V with the def2-TZVPD basis set.

Net charge = +1

Each line ends with the Löwdin charge.
Element x y z (Å)
1 O -2.082 1.605 3.250  -0.05
2 O -2.514 1.554 0.534  -0.07
3 H 1.799 -2.744 -1.842  0.10
4 O -3.360 -0.974 0.325  -0.09
5 H 0.224 -2.264 -1.914  0.08
6 H -0.461 -0.515 0.132  0.10
7 C 1.253 2.070 0.862  -0.11
8 O -1.416 2.751 -1.786  -0.06
9 H -3.487 -0.022 0.557  0.05
10 H -1.717 1.177 0.937  0.01
11 H 0.211 0.581 1.849  0.07
12 C 1.516 -1.200 -0.444  -0.33
13 H 1.137 1.315 -3.193  0.00
14 H 3.157 -0.091 0.182  0.15
15 H 0.516 0.551 -0.912  0.11
16 H -1.912 -0.318 2.794  0.06
17 H 0.628 2.496 0.073  0.07
18 H 1.835 -0.945 2.320  0.02
19 H -2.769 -1.754 -2.576  0.07
20 H 1.595 -2.003 0.277  0.13
21 H 2.797 -2.096 2.744  0.06
22 O -2.264 -1.099 -2.096  -0.06
23 H 3.585 -1.436 -0.753  0.17
24 O 2.634 -1.426 2.071  -0.06
25 H -2.133 1.877 -0.320  0.04
26 N 0.977 0.684 1.186  -0.11
27 O 2.020 1.611 -2.890  -0.07
28 C 0.554 -0.111 -0.010  -0.17
29 H -1.507 2.378 3.259  0.06
30 H -0.620 -3.385 3.773  0.07
31 H -2.548 -1.238 0.810  0.01
32 H 2.472 2.039 -3.625  0.05
33 H -1.128 -0.105 -2.963  0.02
34 H -0.579 0.521 -4.320  0.09
35 H 1.451 2.715 1.712  0.09
36 O -0.683 0.680 -3.365  -0.08
37 H -1.124 2.054 -2.406  0.00
38 H 2.249 2.029 0.326  0.08
39 O 0.014 -2.665 3.670  -0.04
40 H -0.950 -1.478 2.719  0.03
41 H -2.692 1.803 2.523  0.04
42 H -2.447 -1.123 -1.126  0.01
43 O -1.385 -0.820 2.131  -0.10
44 H 0.284 -2.411 4.567  0.08
45 H 2.981 -0.183 -1.556  0.14
46 N 2.913 -0.672 -0.643  0.21
47 H -1.559 3.560 -2.278  0.06
48 C 1.206 -1.800 -1.846  -0.03
49 H 1.329 -1.174 -2.721  0.07

---

Largest force on an atom list, top to bottom, in eV/Å: 1.428; 3.440; 4.379; 2.890
Frontier orbital gap list, top to bottom, in Eh: 0.2606; 0.3918; 0.3225; 0.3646